C38H31Cl2FN5O8S6SbZr | ωB97M-V with the def2-TZVPD basis set

Summary:
Total charge ... -2
ΔE to the lowest compared entry with this formula, charge and spin ... 29.81 kcal/mol
HOMO energy ... -1.0 eV
Kohn-Sham gap ... 0.17055 hartree
LUMO energy ... 3.6 eV

Geometry as XYZ:
```
93
Properties=species:S:1:pos:R:3:lowdin_charge:R:1
Zr 0.138 0.348 -0.303 1.534
C -0.773 3.200 6.324 -0.053
C -1.930 3.217 5.341 -0.298
C -3.271 3.287 6.058 -0.153
C -4.386 3.478 5.044 -0.138
C -4.295 2.455 3.949 -0.197
C -5.388 2.169 3.170 0.010
C -5.286 1.275 2.110 -0.276
F -6.397 1.037 1.372 0.041
C -4.114 0.666 1.791 0.056
C -2.993 0.929 2.588 -0.077
C -1.693 0.448 2.175 -0.331
O -1.584 -0.018 1.008 -0.183
C -0.632 0.558 3.092 -0.078
C -0.807 1.363 4.178 0.032
N -1.935 2.047 4.437 0.049
C -3.076 1.804 3.673 -0.121
C 0.731 -0.038 2.833 -0.580
O 1.408 -0.397 3.789 0.039
O 1.099 -0.061 1.602 -0.261
H -0.896 4.044 7.003 0.080
H 0.192 3.313 5.834 0.084
H -0.766 2.280 6.915 0.090
H -1.836 4.099 4.698 0.165
H -3.249 4.119 6.764 0.114
H -3.417 2.365 6.631 0.127
H -4.295 4.471 4.593 0.123
H -5.367 3.426 5.521 0.114
H -6.334 2.662 3.355 0.128
H -4.019 0.009 0.938 0.129
H 0.036 1.526 4.829 0.130
N 0.598 -6.216 -5.033 0.076
C 0.211 -5.340 -4.004 -0.332
C 1.162 -4.802 -3.142 -0.049
C 0.777 -3.947 -2.122 -0.087
C -0.562 -3.646 -1.946 -0.294
C -1.522 -4.185 -2.791 -0.052
C -1.136 -5.031 -3.814 -0.036
S -1.062 -2.454 -0.744 0.593
O 0.119 -2.208 0.087 -0.372
O -2.255 -2.952 -0.120 -0.277
N -1.195 -1.075 -1.515 -0.216
C -2.404 -0.448 -1.739 -0.519
N -3.464 -1.099 -2.204 0.139
C -4.583 -0.372 -2.271 -0.139
C -4.650 0.954 -1.890 -0.055
C -3.462 1.548 -1.473 -0.113
N -2.334 0.860 -1.435 0.101
H 1.544 -6.060 -5.349 0.077
H -0.039 -6.212 -5.816 0.076
H 2.211 -5.036 -3.286 0.109
H 1.513 -3.488 -1.475 0.096
H -2.560 -3.908 -2.653 0.111
H -1.879 -5.447 -4.486 0.105
H -5.463 -0.893 -2.636 0.098
H -5.574 1.512 -1.904 0.097
H -3.427 2.576 -1.131 0.035
S -0.382 6.471 0.981 -0.500
Sb -1.506 4.792 -0.106 0.104
S -0.127 2.648 0.842 -0.062
S 1.806 2.501 0.148 0.031
S -3.245 4.090 1.306 -0.275
O 2.074 -0.542 -0.864 -0.643
S 3.376 -0.025 -0.269 1.009
C 4.282 -1.565 -0.103 -0.338
C 5.658 -1.644 -0.268 -0.078
C 6.303 -2.847 -0.020 -0.093
C 5.576 -3.954 0.397 -0.101
C 4.202 -3.858 0.576 -0.070
C 3.547 -2.659 0.334 -0.058
C 4.218 0.673 -1.671 -0.390
C 4.629 1.991 -1.582 -0.093
C 5.181 2.597 -2.704 -0.066
C 5.297 1.886 -3.887 -0.083
C 4.864 0.567 -3.966 -0.078
C 4.314 -0.045 -2.856 -0.081
H 6.216 -0.779 -0.607 0.110
H 7.374 -2.920 -0.159 0.096
H 6.082 -4.893 0.587 0.094
H 3.635 -4.717 0.912 0.106
H 2.477 -2.557 0.480 0.096
H 4.473 2.546 -0.665 0.082
H 5.475 3.637 -2.660 0.106
H 5.699 2.372 -4.767 0.098
H 4.926 0.028 -4.903 0.102
H 3.928 -1.055 -2.907 0.110
Cl -1.289 0.439 -4.741 0.612
C 0.465 0.326 -4.470 -0.967
Cl 0.938 -1.362 -4.150 0.640
C 0.953 1.280 -3.348 -0.731
O 1.819 2.060 -3.704 0.059
O 0.377 1.197 -2.220 -0.270
H 0.954 0.611 -5.392 0.048
```